Molecular formula: C5H13NOS
Method: DFT, ωB97M-V/def2-TZVPD

Each line ends with the Mulliken charge.
Atoms and positions in Å:
C: 1.894 1.058 -1.104  -0.888
N: 0.657 0.411 -0.790  -0.167
C: 0.509 0.082 0.590  -0.064
C: -0.479 -1.007 0.971  -0.755
C: 1.020 -1.248 1.064  -0.574
S: -0.125 -3.136 3.310  -0.176
C: -2.233 1.761 -1.529  -0.504
O: -1.752 0.477 -1.420  -0.206
H: 2.005 1.215 -2.166  0.357
H: 2.734 0.461 -0.755  0.310
H: 1.956 2.023 -0.574  0.361
H: -0.609 0.455 -1.144  0.578
H: 0.563 0.882 1.310  0.417
H: -0.954 -1.568 0.183  0.276
H: -1.012 -0.843 1.894  0.369
H: 1.477 -1.292 2.042  0.300
H: 1.432 -1.926 0.328  0.267
H: -0.053 -4.145 2.428  0.191
H: -3.213 1.760 -1.983  0.277
H: -1.528 2.355 -2.130  0.315
H: -2.289 2.224 -0.525  0.316

Output
Frontier orbital gap (spin up / spin down), eV: 4.6163 / 6.1862
2S+1: 2
Highest occupied orbital energy (spin up / spin down), eV: -12.56 / -12.13
Total charge: +1
⟨S²⟩: 1.761
Energy relative to the best compared isomer or geometry (same formula, charge and spin), kcal/mol: 132.6



Molecular formula: C5H13NP
Method: DFT, ωB97M-V/def2-TZVPD

Each line ends with the Mulliken charge.
Atoms and positions in Å:
C: 0.896 -0.257 -0.052  -0.042
C: 3.363 0.350 0.223  -1.384
C: -2.181 0.077 1.387  -1.130
C: 2.253 -0.441 -0.407  -0.520
C: -1.797 -0.876 0.323  0.336
N: -2.313 0.556 -1.349  -0.663
P: -0.359 -1.424 -0.414  -0.192
H: 0.838 0.597 0.573  0.377
H: 3.530 -0.090 1.208  0.343
H: 4.265 0.084 -0.296  0.403
H: 3.325 1.419 0.139  0.401
H: -1.853 -0.435 2.340  0.327
H: -3.201 0.388 1.543  0.373
H: -1.519 0.929 1.255  0.353
H: 2.536 -1.384 -0.517  0.541
H: 2.205 -0.108 -1.454  0.298
H: -2.568 -1.630 0.037  0.311
H: -1.697 0.561 -2.087  0.297
H: -2.406 1.338 -0.775  0.274
H: -3.318 0.347 -1.678  0.294

Output
Frontier orbital gap, eV: 7.4211
Highest occupied orbital energy, eV: -13.08
Total charge: +1
Energy relative to the best compared isomer or geometry (same formula, charge and spin), kcal/mol: 72.1



Molecular formula: C5H13NPS2
Method: DFT, ωB97M-V/def2-TZVPD

Each line ends with the Mulliken charge.
Atoms and positions in Å:
S: 1.331 0.956 2.650  -0.316
P: 2.075 0.147 1.063  0.258
C: 0.962 0.021 -0.433  -0.233
S: 2.140 0.104 -1.808  -0.032
C: 0.148 -1.275 -0.445  -0.990
C: -1.098 -1.276 0.437  -0.578
C: -1.972 -0.060 0.174  -0.540
C: -1.220 1.245 0.315  -0.637
N: 0.045 1.239 -0.512  -0.024
H: 2.491 -1.182 1.147  0.115
H: 3.190 0.801 0.526  0.130
H: 1.307 -0.406 -2.721  0.200
H: 0.828 -2.071 -0.141  0.333
H: -0.138 -1.505 -1.475  0.459
H: -0.834 -1.357 1.491  0.343
H: -1.670 -2.164 0.171  0.345
H: -2.411 -0.136 -0.825  0.307
H: -2.794 -0.014 0.886  0.349
H: -1.817 2.080 -0.050  0.410
H: -0.937 1.446 1.339  0.239
H: -0.220 1.333 -1.493  0.467
H: 0.597 2.073 -0.297  0.394

Output
Frontier orbital gap, eV: 9.6160
Highest occupied orbital energy, eV: -12.91
Total charge: +1
Energy relative to the best compared isomer or geometry (same formula, charge and spin), kcal/mol: 1.3
Structure (SMILES): S=[PH2][C@@]1(S)CCCC[NH2+]1



Molecular formula: C5H13NS
Method: DFT, ωB97M-V/def2-TZVPD

Each line ends with the Mulliken charge.
Atoms and positions in Å:
C: -1.989 0.758 -0.849  -0.496
C: -2.059 -0.731 -0.981  -0.866
S: -0.705 -1.417 -2.013  -0.628
C: -0.756 1.106 -0.053  -0.357
N: 0.050 0.355 0.885  -0.529
C: 3.077 1.049 1.653  -0.740
C: 2.412 0.245 2.791  -0.803
H: -2.934 1.168 -0.443  0.366
H: -1.859 1.175 -1.853  0.215
H: -1.956 -1.223 -0.003  0.259
H: -2.980 -1.081 -1.452  0.327
H: 0.620 -0.384 0.466  0.257
H: -0.014 0.520 -0.736  0.211
H: -0.812 2.168 0.196  0.262
H: 2.193 1.483 1.182  0.203
H: 3.444 0.323 0.916  0.218
H: 3.966 1.592 1.948  0.306
H: 2.016 -0.669 2.322  0.200
H: 2.992 -0.122 3.640  0.344
H: 1.465 0.692 3.098  0.250

Output
Frontier orbital gap (spin up / spin down), eV: 6.4648 / 6.3545
2S+1: 2
Highest occupied orbital energy (spin up / spin down), eV: -2.73 / -2.74
Total charge: -1
⟨S²⟩: 0.755
Energy relative to the best compared isomer or geometry (same formula, charge and spin), kcal/mol: 33.8



Molecular formula: C5H13NS
Method: DFT, ωB97M-V/def2-TZVPD

Each line ends with the Mulliken charge.
Atoms and positions in Å:
C: 0.570 0.907 0.522  -0.737
N: -0.336 -0.023 -0.153  -0.315
C: -0.178 -0.005 -1.611  -0.296
C: -0.848 -1.244 -2.203  -0.929
S: -1.320 -1.191 -3.935  -0.201
C: 0.925 0.436 1.921  -0.406
C: -0.122 0.749 2.999  -1.149
H: 0.101 1.896 0.503  0.319
H: 1.508 1.071 -0.019  0.406
H: -0.051 -0.959 0.136  0.240
H: -0.717 0.862 -2.002  0.303
H: 0.867 0.044 -1.945  0.302
H: -1.751 -1.444 -1.617  0.386
H: -0.236 -2.133 -2.055  0.375
H: -0.145 -1.576 -4.448  0.113
H: 1.096 -0.638 1.841  0.256
H: 1.878 0.849 2.218  0.378
H: -1.099 0.970 2.577  0.346
H: 0.150 1.565 3.661  0.307
H: -0.292 -0.139 3.609  0.303

Output
Frontier orbital gap, eV: 10.0613
Highest occupied orbital energy, eV: -9.12
Energy relative to the best compared isomer or geometry (same formula, charge and spin), kcal/mol: 11.8
Structure (SMILES): CCCNCCS



Molecular formula: C5H13NS
Method: DFT, ωB97M-V/def2-TZVPD

Each line ends with the Mulliken charge.
Atoms and positions in Å:
C: 1.060 0.546 1.253  -0.482
C: -0.066 1.435 0.722  -0.819
C: -0.790 1.094 -0.567  -0.253
S: -2.497 0.369 -0.360  -0.262
C: 0.922 -0.971 1.029  -0.857
N: 1.919 -1.685 0.196  -0.406
C: 1.970 -1.176 -1.181  -0.883
H: 1.932 0.872 0.668  0.280
H: 1.344 0.644 2.295  0.391
H: -0.711 1.751 1.522  0.496
H: 0.340 2.448 0.588  0.299
H: -0.225 0.271 -0.987  -0.051
H: -0.991 1.970 -1.167  0.452
H: -2.453 -0.204 -1.569  0.120
H: 0.018 -1.302 0.505  0.371
H: 0.833 -1.475 1.993  0.407
H: 2.806 -1.610 0.681  0.258
H: 1.910 -0.099 -1.236  0.335
H: 2.917 -1.542 -1.535  0.371
H: 1.220 -1.702 -1.772  0.235

Output
Frontier orbital gap, eV: 9.8030
Highest occupied orbital energy, eV: -8.87
Energy relative to the best compared isomer or geometry (same formula, charge and spin), kcal/mol: 30.2
Structure (SMILES): CNCCCCS



Molecular formula: C5H13NS
Method: DFT, ωB97M-V/def2-TZVPD

Each line ends with the Mulliken charge.
Atoms and positions in Å:
C: 1.677 0.686 -1.241  -1.537
C: 0.394 -0.028 -0.841  0.789
C: 0.504 -0.483 0.620  -1.248
C: -0.677 -1.256 1.139  -0.618
S: -2.076 -0.331 1.887  -0.154
C: -1.789 1.356 1.385  -0.844
N: 0.028 -1.117 -1.716  -0.603
H: 1.954 1.489 -0.554  0.371
H: 2.505 -0.048 -1.219  0.304
H: 1.667 1.060 -2.264  0.385
H: -0.403 0.708 -0.861  0.121
H: 0.856 0.364 1.209  0.409
H: 1.372 -1.157 0.703  0.507
H: -1.085 -1.874 0.337  0.371
H: -0.391 -1.932 1.954  0.372
H: -2.281 2.037 2.071  0.360
H: -0.733 1.631 1.426  0.253
H: -2.128 1.581 0.382  0.275
H: 0.721 -1.857 -1.742  0.231
H: -0.112 -0.828 -2.674  0.258

Output
Frontier orbital gap, eV: 9.1596
Highest occupied orbital energy, eV: -8.19
Energy relative to the best compared isomer or geometry (same formula, charge and spin), kcal/mol: 5.7
Structure (SMILES): CSCC[C@@H](C)N



Molecular formula: C5H13NS
Method: DFT, ωB97M-V/def2-TZVPD

Each line ends with the Mulliken charge.
Atoms and positions in Å:
C: -0.754 1.703 3.627  -0.234
N: -0.160 1.026 2.711  -0.486
C: 0.189 -0.279 -0.142  -0.394
C: 0.759 -0.540 -1.512  0.132
C: 1.148 -1.960 -1.925  -1.203
S: -0.490 -0.090 -4.120  -0.148
C: -1.161 0.442 -0.101  -1.103
H: -0.917 1.330 4.662  0.258
H: -1.280 2.668 3.469  0.250
H: 0.633 1.691 3.096  0.225
H: 0.172 -1.137 0.531  0.394
H: 0.871 0.389 0.392  0.198
H: 1.649 0.050 -1.721  0.459
H: 0.042 -0.176 -2.315  -0.355
H: 1.692 -1.855 -2.869  0.383
H: 0.322 -2.589 -2.268  0.338
H: 1.763 -2.492 -1.204  0.382
H: -1.506 0.684 0.894  0.279
H: -1.914 -0.227 -0.527  0.343
H: -1.056 1.362 -0.677  0.281

Output
Frontier orbital gap, eV: 6.2271
Highest occupied orbital energy, eV: -8.63
Energy relative to the best compared isomer or geometry (same formula, charge and spin), kcal/mol: 177.4



Molecular formula: C5H13NS
Method: DFT, ωB97M-V/def2-TZVPD

Each line ends with the Mulliken charge.
Atoms and positions in Å:
C: -1.190 1.365 -0.745  -0.575
N: -1.002 0.085 0.029  -0.504
C: 0.301 -0.718 -0.125  0.399
C: 0.885 -0.937 1.194  -0.867
S: 2.653 -1.358 1.095  -0.234
C: 0.065 -1.992 -0.911  -1.376
C: -0.560 2.518 0.085  -0.988
H: -2.219 1.472 -0.850  0.539
H: -0.627 1.385 -1.636  0.277
H: -1.784 -0.422 -0.422  0.251
H: 0.878 -0.073 -0.767  0.230
H: 0.220 -1.639 1.590  0.452
H: 0.595 -0.173 2.029  0.353
H: 2.996 -0.570 2.179  0.148
H: -0.537 -1.822 -1.843  0.389
H: -0.379 -2.909 -0.426  0.308
H: 1.060 -2.444 -1.309  0.352
H: -1.108 3.507 -0.157  0.325
H: 0.443 2.440 -0.188  0.286
H: -0.691 2.284 1.176  0.234

Output
Frontier orbital gap, eV: 9.8541
Highest occupied orbital energy, eV: -8.97
Energy relative to the best compared isomer or geometry (same formula, charge and spin), kcal/mol: 42.3
Structure (SMILES): CCN[C@H](C)CS



Molecular formula: C5H13NS
Method: DFT, ωB97M-V/def2-TZVPD

Each line ends with the Mulliken charge.
Atoms and positions in Å:
C: -0.758 -0.089 -1.562  -1.060
C: -0.907 -1.338 0.738  -1.592
C: -2.353 0.587 0.319  -1.475
C: 3.611 0.272 0.327  -0.653
C: -0.963 -0.013 0.070  1.610
N: 0.016 0.853 0.549  -0.489
S: 2.640 0.096 -1.150  -0.100
H: -1.322 -1.029 -1.891  0.287
H: -1.097 0.938 -1.946  0.355
H: 0.317 -0.420 -1.727  0.145
H: -0.731 -1.196 1.862  0.340
H: 0.019 -1.839 0.378  0.333
H: -1.723 -2.088 0.636  0.378
H: -3.182 -0.232 0.462  0.266
H: -2.293 1.292 1.215  0.386
H: -2.810 1.292 -0.463  0.313
H: 4.164 1.310 0.316  0.237
H: 4.535 -0.462 0.373  0.273
H: 2.833 0.180 1.155  0.209
H: 0.004 1.887 0.338  0.237

Output
Frontier orbital gap (spin up / spin down), eV: 5.2892 / 5.2938
Highest occupied orbital energy (spin up / spin down), eV: -7.97 / -7.99
Energy relative to the best compared isomer or geometry (same formula, charge and spin), kcal/mol: 134.2